<a>
12
Properties=species:S:1:pos:R:3:nbo_charge:R:1 method="wB97M-V/def2-TZVPD" total_charge=0 homo_lumo_gap_ev=9.54 multiplicity=1 mol_weight_da=108.104
C -0.855 1.309 0.356 0.339
C 1.229 0.847 -0.385 0.300
C 0.853 -1.166 0.416 0.290
C -1.238 -0.905 -0.470 0.295
H -1.397 1.839 1.148 0.200
H 1.680 1.534 -0.938 0.181
H 1.602 -1.372 1.223 0.183
H -1.819 -1.452 -1.191 0.211
N 0.404 1.321 0.426 -0.477
N 1.555 -0.450 -0.562 -0.517
N -0.421 -1.352 0.621 -0.494
N -1.537 0.331 -0.449 -0.511

<b>
12
Properties=species:S:1:pos:R:3:nbo_charge:R:1 method="wB97M-V/def2-TZVPD" total_charge=0 homo_lumo_gap_ev=8.79 multiplicity=1 mol_weight_da=108.104
C -0.229 1.149 -0.702 0.270
C 1.066 0.888 0.071 0.069
C 0.241 -1.196 0.661 0.267
C -0.973 -0.914 -0.113 0.043
H 0.353 2.819 -1.026 0.319
H 1.675 1.902 0.186 0.201
H -0.335 -2.914 1.033 0.328
H -1.789 -1.623 -0.201 0.206
N -0.482 2.243 -1.278 -0.502
N 1.161 -0.129 0.903 -0.373
N 0.520 -2.261 1.255 -0.481
N -1.275 0.183 -0.808 -0.348

Which structure is most stable? <b>, by 74.7 kJ/mol over the runner-up.

<a>
16
Properties=species:S:1:pos:R:3:nbo_charge:R:1 method="wB97M-V/def2-TZVPD" smiles="CCSS.NC=O" total_charge=0 homo_lumo_gap_ev=9.53 multiplicity=1 mol_weight_da=139.245
C 0.444 0.206 2.103 -0.633
C 0.716 1.323 1.083 -0.515
S 1.862 0.713 -0.200 0.079
S 1.508 1.997 -1.763 -0.148
H 1.339 0.018 2.693 0.202
H 0.096 -0.681 1.581 0.251
H -0.354 0.548 2.761 0.215
H 1.154 2.182 1.588 0.205
H -0.206 1.606 0.581 0.218
H 2.439 2.925 -1.482 0.123
C -1.108 -2.023 -0.994 0.538
N -1.949 -1.653 -1.993 -0.822
O -1.213 -1.682 0.155 -0.609
H -0.301 -2.660 -1.387 0.105
H -2.766 -1.114 -1.782 0.397
H -1.660 -1.705 -2.945 0.394

<b>
16
Properties=species:S:1:pos:R:3:nbo_charge:R:1 method="wB97M-V/def2-TZVPD" smiles=N[C@H](CO)CSS total_charge=0 homo_lumo_gap_ev=9.17 multiplicity=1 mol_weight_da=139.245
N 0.378 -1.320 -0.617 -0.868
C 0.429 0.069 -0.176 -0.075
C 1.200 0.199 1.206 -0.099
O 2.557 -0.277 0.894 -0.736
C -0.920 0.724 -0.078 -0.536
S -1.474 1.239 -1.747 0.106
S -3.523 0.582 -1.649 -0.147
H 1.235 -1.771 -0.336 0.379
H -0.441 -1.896 -0.546 0.373
H 1.105 0.587 -0.866 0.196
H 0.951 -0.603 1.932 0.177
H 0.933 1.156 1.650 0.177
H 3.142 0.309 1.372 0.474
H -1.626 0.093 0.436 0.233
H -0.745 1.590 0.565 0.211
H -3.200 -0.680 -2.042 0.133

Which structure is most stable? <a>, by 132.2 kJ/mol over the runner-up.

<a>
7
Properties=species:S:1:pos:R:3:nbo_charge:R:1 method="wB97M-V/def2-TZVPD" total_charge=+1 homo_lumo_gap_ev=11.46 multiplicity=1 mol_weight_da=72.043
C -0.743 -0.859 0.083 0.497
C 0.345 0.851 -0.129 0.470
N -0.760 0.339 -0.526 -0.472
O 0.357 -1.104 0.703 -0.053
O 1.078 0.086 0.603 -0.101
H -1.336 -1.668 -0.063 0.256
H 1.059 2.355 -0.671 0.402

<b>
7
Properties=species:S:1:pos:R:3:nbo_charge:R:1 method="wB97M-V/def2-TZVPD" total_charge=+1 homo_lumo_gap_ev=10.39 multiplicity=1 mol_weight_da=72.043
C -0.475 3.121 1.075 0.670
C -0.332 1.371 0.307 0.941
N -0.093 0.167 -0.068 -0.641
O 0.488 2.568 0.282 -0.449
O -1.340 1.970 0.900 -0.459
H -0.792 -0.507 0.057 0.472
H 0.754 0.021 -0.510 0.466

Which structure is most stable? <b>, by 269.5 kJ/mol over the runner-up.

<a>
20
Properties=species:S:1:pos:R:3:nbo_charge:R:1 method="wB97M-V/def2-TZVPD" total_charge=0 homo_lumo_gap_ev=8.55 multiplicity=1 mol_weight_da=133.622
C 1.339 0.224 0.316 0.197
C -1.752 1.009 0.273 0.046
C 2.559 -0.546 0.766 -0.777
C 1.550 1.670 0.586 -0.813
C -1.409 -1.272 0.532 -0.408
C -1.913 -0.547 -1.713 -0.429
N -1.559 -0.137 -0.362 -0.415
Cl -2.179 2.242 -0.846 -0.078
H 2.941 -1.274 0.040 0.235
H 3.333 0.108 0.951 0.182
H 2.146 -0.937 1.761 0.264
H 2.527 2.107 1.044 0.171
H 0.676 1.996 1.132 0.269
H 1.635 2.067 -0.455 0.274
H -0.562 -2.019 0.121 0.208
H -1.209 -0.883 1.579 0.247
H -2.386 -1.874 0.378 0.191
H -1.831 0.220 -2.353 0.220
H -1.025 -1.194 -2.012 0.211
H -2.879 -0.959 -1.736 0.208

<b>
20
Properties=species:S:1:pos:R:3:nbo_charge:R:1 method="wB97M-V/def2-TZVPD" smiles=C[C@H](N)[C@@]1(C)C[C@H]1Cl total_charge=0 homo_lumo_gap_ev=10.21 multiplicity=1 mol_weight_da=133.622
C -0.410 -1.760 0.980 -0.627
C -0.830 -0.669 -0.002 -0.049
C 0.040 0.538 0.052 -0.050
C -0.722 1.757 -0.515 -0.612
C 1.194 0.902 1.029 -0.441
C 1.524 0.735 -0.343 -0.175
H -1.151 -2.580 0.865 0.215
H -0.385 -1.159 1.987 0.208
H 0.627 -2.028 0.758 0.220
H -1.827 -0.208 0.384 0.182
H -1.385 -2.144 -1.397 0.358
H -0.036 -1.192 -1.847 0.371
H -0.007 2.594 -0.683 0.200
H -1.609 2.059 -0.006 0.214
H -1.235 1.496 -1.480 0.234
H 1.441 0.011 1.702 0.244
H 1.242 1.891 1.403 0.224
H 1.846 1.585 -1.003 0.239
N -0.973 -1.108 -1.365 -0.842
Cl 2.657 -0.721 -0.520 -0.113

Which structure is most stable? <b>, by 466.0 kJ/mol over the runner-up.